(1)
C3H8O3S2 | the ωB97M-V functional and the def2-TZVPD basis

```
16
C3H8O3S2, DFT the ωB97M-V functional and the def2-TZVPD basis
O 0.603 -3.328 0.210
C 0.760 -2.152 0.344
O 2.020 -1.616 0.484
C -0.271 -0.987 0.139
C 0.369 0.238 0.884
S -0.524 1.860 1.033
S -1.787 1.533 -0.616
H 2.715 -2.184 0.754
H -0.159 -0.838 -0.961
H -1.325 -1.013 0.340
H 1.330 0.374 0.339
H 0.520 -0.104 1.980
H -2.293 0.313 -0.358
O 1.033 0.649 -2.360
H 0.157 0.643 -1.968
H 1.641 0.282 -1.671
```

Computed properties:
SMILES string: O=C(O)CCSS.O
LUMO level: -0.020 eV
Energy relative to the best compared isomer or geometry (same formula, charge and spin): 141.1 kJ/mol
HOMO energy: -0.3335 hartree
Multiplicity: 1

=====

(2)
C3H8O3Sm | the ωB97M-V functional and the def2-TZVPD basis

```
15
C3H8O3Sm, DFT the ωB97M-V functional and the def2-TZVPD basis
C -3.442 0.186 -0.378
O -2.117 -0.139 0.046
H -4.144 -0.010 0.441
H -3.466 1.255 -0.617
H -3.720 -0.399 -1.264
C 1.414 -1.071 0.092
O 2.685 -0.497 -0.320
C 2.968 0.773 0.260
O 2.047 1.732 -0.071
Sm 0.045 0.971 -0.297
H -2.026 -1.101 0.346
H 1.234 -1.900 -0.611
H 1.517 -1.468 1.122
H 3.980 1.025 -0.115
H 3.026 0.642 1.367
```

Computed properties:
LUMO level (spin up / spin down): -5.410 / -4.613 eV
Energy relative to the best compared isomer or geometry (same formula, charge and spin): 277.3 kJ/mol
Charge: +1
HOMO energy (spin up / spin down): -0.4388 / -0.4581 hartree
Multiplicity: 6

=====

(3)
C3H8O4 | the ωB97M-V functional and the def2-TZVPD basis

```
15
C3H8O4, DFT the ωB97M-V functional and the def2-TZVPD basis
O -1.687 -1.143 -1.464
C -1.899 -0.737 -0.321
O -2.937 0.046 0.008
C -0.804 -0.608 0.795
C 0.639 -1.156 0.504
O 1.770 -0.655 1.226
H -3.522 -0.015 -0.742
H -0.710 0.483 0.970
H -1.292 -1.181 1.611
H 0.434 -2.273 0.534
H 0.738 -0.984 -0.721
H 1.984 0.170 0.938
H 3.151 2.848 -1.135
H 1.843 2.329 -1.448
O 2.292 2.875 -0.756
```

Computed properties:
LUMO level (spin up / spin down): -4.215 / -10.822 eV
Energy relative to the best compared isomer or geometry (same formula, charge and spin): 223.2 kJ/mol
Charge: +1
HOMO energy (spin up / spin down): -0.5514 / -0.5513 hartree
Multiplicity: 2

=====

(4)
C3H8O4PS | the ωB97M-V functional and the def2-TZVPD basis

```
17
C3H8O4PS, DFT the ωB97M-V functional and the def2-TZVPD basis
C 1.990 -1.242 -1.151
C -2.216 1.297 0.943
C 0.961 -1.402 -0.044
O 0.839 2.242 -1.116
O -0.894 0.327 -1.440
O -0.666 -0.682 2.939
O -1.186 2.095 0.401
P -0.177 1.311 -0.598
S 0.928 0.110 0.941
H 2.018 -2.142 -1.767
H 1.711 -0.395 -1.775
H 2.982 -1.060 -0.736
H -1.824 0.653 1.741
H -2.654 0.671 0.161
H -2.974 1.975 1.340
H 1.197 -2.224 0.632
H -0.034 -1.532 -0.469
```

Computed properties:
LUMO level (spin up / spin down): 1.832 / 2.861 eV
Energy relative to the best compared isomer or geometry (same formula, charge and spin): 388.2 kJ/mol
Charge: -1
HOMO energy (spin up / spin down): -0.1923 / -0.1897 hartree
Multiplicity: 1

=====

(5)
C3H8OS | the ωB97M-V functional and the def2-TZVPD basis

```
13
C3H8OS, DFT the ωB97M-V functional and the def2-TZVPD basis
C 2.923 -0.753 -0.226
C 2.525 -1.987 0.084
H 2.100 -0.036 -0.341
H 3.904 -0.405 -0.356
H 3.005 -2.970 -0.287
H 1.468 -2.068 0.146
C -3.643 -0.043 -0.267
S -2.222 -0.329 0.387
H -3.844 0.748 -0.925
H -4.541 -0.474 0.292
O -1.801 2.033 -1.003
H -1.187 1.258 -0.827
H -1.258 2.794 -0.709
```

Computed properties:
SMILES string: C=C.C=S.O
LUMO level: -0.441 eV
Energy relative to the best compared isomer or geometry (same formula, charge and spin): 276.7 kJ/mol
HOMO energy: -0.3251 hartree
Multiplicity: 1

=====

(6)
C3H8OS | the ωB97M-V functional and the def2-TZVPD basis

```
13
C3H8OS, DFT the ωB97M-V functional and the def2-TZVPD basis
C -1.803 -0.510 -0.462
C -1.383 -1.652 0.073
O -0.540 -1.716 1.155
H -1.814 0.413 0.107
H -2.174 -0.491 -1.472
H -1.516 -2.632 -0.363
H -0.662 -0.890 1.585
C 1.443 1.425 -0.509
S 1.403 0.881 1.194
H 0.571 2.031 -0.725
H 1.368 0.578 -1.195
H 2.395 1.873 -0.778
H 2.711 0.691 1.392
```

Computed properties:
SMILES string: C=CO.CS
LUMO level: 0.870 eV
Energy relative to the best compared isomer or geometry (same formula, charge and spin): 116.8 kJ/mol
HOMO energy: -0.3276 hartree
Multiplicity: 1

=====

(7)
C3H8OS2 | the ωB97M-V functional and the def2-TZVPD basis

```
14
C3H8OS2, DFT the ωB97M-V functional and the def2-TZVPD basis
C 2.448 1.343 -2.415
S 0.929 0.495 -2.810
S -0.325 1.287 -1.428
O -0.138 0.367 -0.103
H 2.258 1.567 -1.358
H 2.332 2.152 -3.050
H 3.248 0.625 -2.629
H -0.740 -0.447 -0.057
C -1.988 -1.013 2.861
C -1.244 -1.579 1.916
H -1.802 0.018 3.043
H -2.870 -1.376 3.287
H -0.614 -0.987 1.351
H -1.494 -2.453 1.394
```

Computed properties:
SMILES string: CSSO.C=C
LUMO level: 0.808 eV
Energy relative to the best compared isomer or geometry (same formula, charge and spin): 214.4 kJ/mol
HOMO energy: -0.3329 hartree
Multiplicity: 1

=====

(8)
C3H8OS2 | the ωB97M-V functional and the def2-TZVPD basis

```
14
C3H8OS2, DFT the ωB97M-V functional and the def2-TZVPD basis
S 2.408 1.479 -0.300
C 1.063 0.468 0.431
C 1.031 -1.036 0.055
S 1.121 -1.261 -1.704
H 2.766 0.586 -1.239
H 1.102 0.620 1.619
H 0.219 1.069 0.132
H 1.972 -1.525 0.223
H 0.183 -1.428 0.476
H 0.283 -0.181 -1.988
C -3.031 0.304 0.583
O -1.931 -0.029 0.182
H -3.689 -0.398 1.085
H -3.498 1.332 0.446
```

Computed properties:
SMILES string: SCCS.C=O
LUMO level: 0.317 eV
Energy relative to the best compared isomer or geometry (same formula, charge and spin): 166.5 kJ/mol
HOMO energy: -0.3149 hartree
Multiplicity: 1

=====

(9)
C3H8OS2 | the ωB97M-V functional and the def2-TZVPD basis

```
14
C3H8OS2, DFT the ωB97M-V functional and the def2-TZVPD basis
C -1.816 0.507 0.275
S -2.060 -1.218 -0.380
S -1.264 -2.624 -1.599
H -1.950 0.358 1.348
H -2.610 1.032 -0.248
H -0.783 0.854 0.223
H -2.286 -3.496 -1.434
C 1.788 1.308 0.934
C 1.686 0.223 0.192
O 2.136 0.111 -1.095
H 1.254 1.436 1.871
H 1.963 2.288 0.494
H 0.922 -0.502 0.483
H 3.019 -0.278 -1.063
```

Computed properties:
LUMO level (spin up / spin down): -6.265 / -7.787 eV
Energy relative to the best compared isomer or geometry (same formula, charge and spin): 242.5 kJ/mol
Charge: +1
HOMO energy (spin up / spin down): -0.4797 / -0.4797 hartree
Multiplicity: 2

=====

(10)
C3H8OSi | the ωB97M-V functional and the def2-TZVPD basis

```
13
C3H8OSi, DFT the ωB97M-V functional and the def2-TZVPD basis
C 1.360 -1.096 -1.695
C 0.632 -0.268 -0.729
C -0.063 -0.738 0.305
O -0.719 0.053 1.276
Si -1.464 1.517 1.578
H 2.338 -1.139 -1.397
H 0.863 -2.056 -1.580
H 1.221 -0.756 -2.753
H 0.828 0.803 -0.914
H -0.118 -1.773 0.585
H -2.782 1.097 1.335
H -1.329 1.712 2.916
H -0.769 2.645 1.072
```

Computed properties:
SMILES string: C/C=C/O[SiH3]
LUMO level: 0.954 eV
Energy relative to the best compared isomer or geometry (same formula, charge and spin): 151.3 kJ/mol
HOMO energy: -0.3217 hartree
Multiplicity: 1

=====

(11)
C3H8P2 | the ωB97M-V functional and the def2-TZVPD basis

```
13
C3H8P2, DFT the ωB97M-V functional and the def2-TZVPD basis
C -2.011 0.512 -0.215
C -0.935 0.151 0.483
C 0.349 -0.058 -0.238
P 1.206 -1.661 0.319
P 1.946 1.069 -0.037
H -3.056 0.469 0.375
H -1.903 0.709 -1.216
H -0.948 -0.244 1.522
H 0.083 -0.059 -1.336
H 1.686 -1.946 -0.984
H 0.194 -2.496 -0.025
H 1.878 1.119 1.380
H 1.511 2.435 -0.029
```

Computed properties:
LUMO level: 1.038 eV
Energy relative to the best compared isomer or geometry (same formula, charge and spin): 109.3 kJ/mol
HOMO energy: -0.3367 hartree
Multiplicity: 1

=====

(12)
C3H8S | the ωB97M-V functional and the def2-TZVPD basis

```
12
C3H8S, DFT the ωB97M-V functional and the def2-TZVPD basis
C -0.088 -2.954 0.070
C -1.260 -2.228 0.174
H 0.739 -2.376 0.506
H 0.029 -4.035 -0.094
H -1.407 -1.430 1.009
H -2.074 -2.689 -0.410
C 0.859 3.040 -0.307
S 0.859 1.267 -0.107
H 1.214 3.302 -1.318
H 1.589 3.473 0.424
H -0.054 3.612 -0.247
H -0.407 1.019 0.298
```

Computed properties:
SMILES string: C=C.CS
LUMO level: 1.036 eV
Energy relative to the best compared isomer or geometry (same formula, charge and spin): 207.4 kJ/mol
HOMO energy: -0.3302 hartree
Multiplicity: 1

=====

(13)
C3H8S | the ωB97M-V functional and the def2-TZVPD basis

```
12
C3H8S, DFT the ωB97M-V functional and the def2-TZVPD basis
C -1.255 0.099 -0.492
C -0.451 -0.738 0.488
C 1.748 0.486 -0.058
H -0.820 1.162 -0.959
H -2.122 0.508 0.272
H -1.732 -1.117 -1.218
H -1.197 -1.461 0.602
H -0.337 -0.308 1.488
H 2.445 0.539 1.250
H 0.305 1.353 0.104
H 2.425 0.575 -1.165
S 0.991 -1.099 -0.311
```

Computed properties:
LUMO level: 0.232 eV
Energy relative to the best compared isomer or geometry (same formula, charge and spin): 764.8 kJ/mol
HOMO energy: -0.3061 hartree
Multiplicity: 1

=====

(14)
C3H9BNO2 | the ωB97M-V functional and the def2-TZVPD basis

```
16
C3H9BNO2, DFT the ωB97M-V functional and the def2-TZVPD basis
C 1.716 -1.245 -1.079
C 1.115 -0.104 -0.763
C -0.285 0.224 -0.471
N -0.327 1.682 -0.192
B -0.977 -0.432 0.903
O -0.755 -1.695 1.071
O -1.508 0.497 1.712
H 2.766 -1.257 -1.389
H 1.389 -2.280 -1.101
H 1.792 0.872 -0.988
H -0.816 -0.067 -1.361
H -0.873 2.145 -0.975
H -0.659 1.801 0.780
H 0.681 2.035 -0.088
H -1.060 -2.362 1.678
H -2.201 0.186 2.263
```

Computed properties:
SMILES string: C=C[C@H]([NH3+])B(O)O
LUMO level: -3.349 eV
Energy relative to the best compared isomer or geometry (same formula, charge and spin): 48.1 kJ/mol
Charge: +1
HOMO energy: -0.5021 hartree
Multiplicity: 1

=====

(15)
C3H9CaO3 | the ωB97M-V functional and the def2-TZVPD basis

```
16
C3H9CaO3, DFT the ωB97M-V functional and the def2-TZVPD basis
O 2.546 1.873 -0.615
H 1.957 2.651 -0.408
H 3.351 2.035 -0.114
C -1.013 -2.384 -0.369
O -0.773 -0.982 -0.311
C -1.908 -0.197 0.106
C -1.543 1.276 -0.029
H -0.085 -2.866 -0.694
H -1.303 -2.757 0.623
H -1.814 -2.586 -1.092
H -2.130 -0.461 1.152
H -2.762 -0.457 -0.535
H -1.641 1.560 -1.095
H -2.299 1.846 0.542
Ca 0.974 0.103 0.141
O -0.256 1.549 0.434
```

Computed properties:
LUMO level: -4.241 eV
Energy relative to the best compared isomer or geometry (same formula, charge and spin): 0.0 kJ/mol
Charge: +1
HOMO energy: -0.4856 hartree
Multiplicity: 1

=====

(16)
C3H9ClN3 | the ωB97M-V functional and the def2-TZVPD basis

```
16
C3H9ClN3, DFT the ωB97M-V functional and the def2-TZVPD basis
C 2.983 -0.414 -0.254
C 1.723 0.356 0.646
C -3.362 0.022 -0.139
N -2.704 1.141 -0.229
N -2.791 -1.111 0.168
N 4.239 -0.117 -0.012
Cl 0.216 0.015 -0.088
H 2.726 -1.326 -0.767
H 1.885 1.408 0.796
H -4.436 0.026 -0.311
H -1.683 1.123 -0.106
H -3.163 2.005 -0.481
H -3.317 -1.972 0.226
H -1.781 -1.126 0.323
H 4.482 0.710 0.510
H 4.984 -0.740 -0.283
```

Computed properties:
LUMO level: -2.970 eV
Energy relative to the best compared isomer or geometry (same formula, charge and spin): 223.7 kJ/mol
Charge: +1
HOMO energy: -0.3890 hartree
Multiplicity: 1

=====

(17)
C3H9ClNOP | the ωB97M-V functional and the def2-TZVPD basis

```
16
C3H9ClNOP, DFT the ωB97M-V functional and the def2-TZVPD basis
C -2.497 -1.153 -0.261
C -2.411 1.156 0.243
C 3.786 0.466 -0.428
N -1.830 0.056 0.083
O 0.253 0.342 1.904
P 0.242 0.214 0.451
Cl 0.556 -1.806 0.083
H -3.529 -0.979 -0.576
H -1.926 -1.652 -1.045
H -2.481 -1.810 0.613
H -3.485 1.285 0.126
H 4.645 -0.100 -0.769
H -1.816 2.017 0.519
H 3.046 0.511 -1.218
H 3.354 -0.018 0.441
H 4.092 1.471 -0.166
```

Computed properties:
LUMO level: 0.097 eV
Energy relative to the best compared isomer or geometry (same formula, charge and spin): 67.2 kJ/mol
HOMO energy: -0.3290 hartree
Multiplicity: 1